Entry 1:
Molecular formula: C5H7NO2
Method: DFT, the ωB97M-V functional and the def2-TZVPD basis

Bonds (Å) are listed after each position.
Element x y z (Å)
1 C 0.9879 1.3075 -0.7036  C2 1.553, H6 0.951, H7 1.176, N13 1.568
2 C 1.3212 -0.0809 -0.0925  C1 1.553, C3 1.482, H9 1.119, N13 1.399
3 C 0.1254 -0.8381 0.3473  C2 1.482, H10 1.101, O14 1.309, O15 1.348
4 C -1.5664 0.2409 1.2925  C5 1.421, H11 1.071, O14 1.458
5 C -1.9197 -0.4725 0.1155  C4 1.421, H12 1.239, O15 1.363
6 H 0.0485 1.4016 -0.8146  C1 0.951
7 H 1.9269 1.9508 -0.4078  C1 1.176
8 H 0.9588 -0.5407 -2.2979  N13 1.163
9 H 2.0137 -0.3323 0.7504  C2 1.119
10 H 0.4309 -1.8179 0.7450  C3 1.101
11 H -1.8072 1.0638 1.9350  C4 1.071
12 H -3.0428 -0.8783 -0.2145  C5 1.239
13 N 1.5240 0.0500 -1.4710  C1 1.568, C2 1.399, H8 1.163
14 O -0.1521 -0.1001 1.3926  C3 1.309, C4 1.458
15 O -0.8491 -0.9539 -0.5764  C3 1.348, C5 1.363

Computed properties:
- DFT total energy (eV) = -10876.9158
- frontier orbital gap (eV) = 8.935
- relative energy (zero: lowest compared OMol25 entry of this formula, charge and spin) (kJ/mol) = 646.6
- multiplicity = 1
- SMILES string = C1=COC([C@@H]2CN2)O1
- F_max (eV/Å) = 11.1
- LUMO level (eV) = 1.0
- E_HOMO (eV) = -7.96

These are the Löwdin partial charges, in e, on atoms 1 to 6: 0.01 -0.33 -0.53 0.04 -0.09 0.01



Entry 2:
Molecular formula: C5H7NO2
Method: DFT, the ωB97M-V functional and the def2-TZVPD basis

Bonds (Å) are listed after each position.
Element x y z (Å)
1 C -1.0779 1.3603 0.0514  C2 1.284, C4 1.485, H9 1.049
2 C -1.1068 0.9946 1.2820  C1 1.284, C4 1.520, H10 1.057
3 C -1.4022 -1.2073 -0.0449  C4 1.469, O7 1.214, O8 1.367
4 C -0.5926 -0.0251 0.2792  C1 1.485, C2 1.520, C3 1.469, N6 1.585
5 C 1.8119 0.3773 -0.7930  N6 1.508, H11 1.030, H12 1.050, H13 1.002
6 N 0.9561 -0.3569 0.2083  C4 1.585, C5 1.508, H14 1.007
7 O -2.6158 -1.2342 -0.0393  C3 1.214
8 O -0.7158 -2.3458 -0.3613  C3 1.367, H15 0.920
9 H -1.3673 2.0776 -0.6565  C1 1.049
10 H -1.4040 1.0359 2.2957  C2 1.057
11 H 1.3617 0.2045 -1.7027  C5 1.030
12 H 1.7984 1.4222 -0.6868  C5 1.050
13 H 2.7458 0.0212 -0.7292  C5 1.002
14 H 1.4613 -0.2373 1.0711  N6 1.007
15 H 0.1471 -2.0870 -0.1742  O8 0.920

Computed properties:
- DFT total energy (eV) = -10880.5376
- frontier orbital gap (eV) = 10.440
- relative energy (zero: lowest compared OMol25 entry of this formula, charge and spin) (kJ/mol) = 297.1
- multiplicity = 1
- SMILES string = CNC1(C(=O)O)C=C1
- F_max (eV/Å) = 4.6
- LUMO level (eV) = 0.9
- E_HOMO (eV) = -9.58

These are the Löwdin partial charges, in e, on atoms 1 to 6: 0.05 0.09 -0.46 -0.28 -0.07 -0.05



Entry 3:
Molecular formula: C5H7NO2
Method: DFT, the ωB97M-V functional and the def2-TZVPD basis

Bonds (Å) are listed after each position.
Element x y z (Å)
1 C -0.3386 1.4284 -0.6272  C2 1.600, H6 1.072, H7 1.094, H8 0.993
2 C -0.0041 0.3365 0.4940  C1 1.600, C3 1.536, C4 1.602, O15 1.483
3 C -1.3266 -0.3295 0.9023  C2 1.536, H9 1.089, H10 1.020, O14 1.474
4 C 0.2735 -1.1175 -0.1188  C2 1.602, C5 1.429, H11 1.171, O14 1.565
5 C 1.5111 -0.7913 -0.7551  C4 1.429, H12 1.019, N13 1.325
6 H 0.5029 1.6504 -1.2530  C1 1.072
7 H -0.6028 2.4456 -0.3221  C1 1.094
8 H -1.1706 1.2650 -1.1444  C1 0.993
9 H -1.2589 -1.0704 1.6971  C3 1.089
10 H -2.1778 0.2269 0.8198  C3 1.020
11 H 0.5064 -1.9125 0.7089  C4 1.171
12 H 2.0024 -1.2149 -1.5405  C5 1.019
13 N 2.0688 -0.1730 0.2761  C5 1.325, O15 1.333
14 O -1.2721 -1.0870 -0.3611  C3 1.474, C4 1.565
15 O 1.2864 0.3434 1.2240  C2 1.483, N13 1.333

Computed properties:
- DFT total energy (eV) = -10876.4556
- frontier orbital gap (eV) = 10.067
- relative energy (zero: lowest compared OMol25 entry of this formula, charge and spin) (kJ/mol) = 691.0
- multiplicity = 1
- SMILES string = C[C@@]12CO[C@H]1C=NO2
- F_max (eV/Å) = 5.3
- LUMO level (eV) = 0.8
- E_HOMO (eV) = -9.32

These are the Löwdin partial charges, in e, on atoms 1 to 6: 0.03 -0.28 -0.10 -0.19 -0.05 0.08



Entry 4:
Molecular formula: C5H7NO2
Method: DFT, the ωB97M-V functional and the def2-TZVPD basis

Bonds (Å) are listed after each position.
Element x y z (Å)
1 C -1.4111 -0.2791 0.2485  N13 1.407, O14 1.219, O15 1.309
2 C -0.3313 1.5611 0.1738  C3 1.356, H6 1.046, H7 1.109, O15 1.464
3 C 0.5179 0.5931 0.5997  C2 1.356, C4 1.502, H8 1.213, N13 1.476
4 C 0.9868 -0.1727 -0.6047  C3 1.502, C5 1.624, H9 1.104, H10 1.126
5 C 0.3509 -1.5193 0.0427  C4 1.624, H11 1.299, H12 1.004, N13 1.633
6 H 0.0650 1.8896 -0.7365  C2 1.046
7 H -0.5494 2.3833 0.8845  C2 1.109
8 H 1.4140 0.9358 1.3423  C3 1.213
9 H 0.4303 0.0672 -1.5272  C4 1.104
10 H 2.0068 -0.5433 -0.9035  C4 1.126
11 H 1.1116 -2.5336 0.3259  C5 1.299
12 H -0.2838 -1.9158 -0.6261  C5 1.004
13 N -0.3295 -0.4978 1.1206  C1 1.407, C3 1.476, C5 1.633
14 O -2.4659 -0.8455 0.0168  C1 1.219
15 O -1.5123 0.8769 -0.3570  C1 1.309, C2 1.464

Computed properties:
- DFT total energy (eV) = -10878.8823
- frontier orbital gap (eV) = 10.594
- relative energy (zero: lowest compared OMol25 entry of this formula, charge and spin) (kJ/mol) = 456.9
- multiplicity = 1
- SMILES string = O=C1OC[C@@H]2CCN12
- F_max (eV/Å) = 8.0
- LUMO level (eV) = 0.8
- E_HOMO (eV) = -9.84

These are the Löwdin partial charges, in e, on atoms 1 to 6: -0.64 -0.16 -0.36 -0.10 -0.03 0.12



Entry 5:
Molecular formula: C5H7NO2
Method: DFT, the ωB97M-V functional and the def2-TZVPD basis

Bonds (Å) are listed after each position.
Element x y z (Å)
1 C -0.0368 -0.1380 0.6945  C2 1.568, C4 1.625, H7 1.033, N13 1.487
2 C 0.9457 -1.3038 0.3261  C1 1.568, C3 1.571, H8 1.191, H9 1.260
3 C 1.9025 -0.1639 -0.1779  C2 1.571, N13 1.345, O15 1.247
4 C -1.1858 -0.4040 -0.4229  C1 1.625, C5 1.563
5 C -2.5808 0.3003 -0.4486  C4 1.563, H12 1.328
6 H 1.2991 2.6582 0.3469  O14 0.900
7 H -0.3402 0.1624 1.6355  C1 1.033
8 H 0.6217 -2.3275 -0.1901  C2 1.191
9 H 1.3978 -1.5247 1.4808  C2 1.260
10 H -0.6822 -1.3927 -1.4290  no bonds
11 H -3.2303 1.3133 0.4335  no bonds
12 H -3.1138 0.1438 -1.6548  C5 1.328
13 N 1.1464 0.7354 0.4768  C1 1.487, C3 1.345, O14 1.440
14 O 0.9453 2.0088 -0.1653  H6 0.900, N13 1.440
15 O 2.9111 -0.0676 -0.9055  C3 1.247

Computed properties:
- DFT total energy (eV) = -10873.6023
- frontier orbital gap (eV) = 9.646
- relative energy (zero: lowest compared OMol25 entry of this formula, charge and spin) (kJ/mol) = 966.3
- multiplicity = 1
- F_max (eV/Å) = 5.5
- LUMO level (eV) = 0.2
- E_HOMO (eV) = -9.45

These are the Löwdin partial charges, in e, on atoms 1 to 6: -0.28 -0.08 -0.43 -0.13 -0.09 0.05



Entry 6:
Molecular formula: C5H7NO2S
Method: DFT, the ωB97M-V functional and the def2-TZVPD basis

Bonds (Å) are listed after each position.
Element x y z (Å)
1 C -1.3794 -1.1245 -0.2141  C2 1.456, C3 1.325, H10 1.080
2 C -1.7409 0.2822 -0.3132  C1 1.456, C4 1.550, O7 1.208
3 C -0.0892 -1.3786 -0.0490  C1 1.325, O8 1.319
4 C -0.5183 1.2344 -0.3034  C2 1.550, C5 1.498, H11 1.092, H12 1.092
5 C 0.7302 0.5431 0.1536  C4 1.498, N6 1.391, S9 1.801
6 N 1.1178 0.7927 1.4662  C5 1.391, H13 1.012, H15 1.012
7 O -2.8622 0.7137 -0.4355  C2 1.208
8 O 0.6662 -2.4562 0.0342  C3 1.319, H14 0.970
9 S 2.1549 0.4756 -0.9466  C5 1.801, H16 1.331
10 H -2.1684 -1.8566 -0.3064  C1 1.080
11 H -0.4185 1.6171 -1.3209  C4 1.092
12 H -0.7549 2.0818 0.3440  C4 1.092
13 H 0.3428 0.8708 2.1116  N6 1.012
14 H 1.6067 -2.2189 0.0033  O8 0.970
15 H 1.8665 0.2094 1.8187  N6 1.012
16 H 1.4468 0.2141 -2.0425  S9 1.331

Computed properties:
- DFT total energy (eV) = -21716.8461
- frontier orbital gap (eV) = 8.870
- relative energy (zero: lowest compared OMol25 entry of this formula, charge and spin) (kJ/mol) = 164.3
- multiplicity = 1
- F_max (eV/Å) = 4.3
- LUMO level (eV) = 0.3
- E_HOMO (eV) = -8.54

These are the Löwdin partial charges, in e, on atoms 1 to 6: -0.02 -0.43 -0.20 -0.12 -0.73 0.03



Entry 7:
Molecular formula: C5H7NO3
Method: DFT, the ωB97M-V functional and the def2-TZVPD basis

Bonds (Å) are listed after each position.
Element x y z (Å)
1 C 0.2946 2.0132 -0.3415  C3 1.504, H12 1.084, H13 1.090, H14 1.090
2 C -0.5406 -0.9479 -0.1209  C4 1.485, O7 1.346, O8 1.203
3 C 1.1315 0.9227 0.2680  C1 1.504, C4 1.502, O9 1.200
4 C 0.8407 -0.4340 -0.3066  C2 1.485, C3 1.502, C6 1.330
5 N -2.4514 -0.7068 1.2252  O7 1.418, H10 1.038, H11 1.010
6 C 1.7499 -1.1707 -0.9396  C4 1.330, H15 1.077, H16 1.082
7 O -1.0812 -0.4222 0.9941  C2 1.346, N5 1.418
8 O -1.1356 -1.7085 -0.8389  C2 1.203
9 O 1.9490 1.0947 1.1301  C3 1.200
10 H -2.6871 -1.4828 0.5771  N5 1.038
11 H -2.5168 -1.0196 2.1831  N5 1.010
12 H 0.7497 2.9808 -0.1665  C1 1.084
13 H 0.1283 1.8422 -1.4050  C1 1.090
14 H -0.6738 1.9953 0.1588  C1 1.090
15 H 2.7551 -0.8123 -1.0839  C6 1.077
16 H 1.4874 -2.1442 -1.3334  C6 1.082

Computed properties:
- DFT total energy (eV) = -12929.0017
- frontier orbital gap (eV) = 10.257
- relative energy (zero: lowest compared OMol25 entry of this formula, charge and spin) (kJ/mol) = 307.0
- multiplicity = 1
- SMILES string = C=C(C(C)=O)C(=O)ON
- F_max (eV/Å) = 1.4
- LUMO level (eV) = 0.3
- E_HOMO (eV) = -9.95

These are the Löwdin partial charges, in e, on atoms 1 to 6: 0.01 -0.47 -0.43 -0.15 0.09 0.14



Entry 8:
Molecular formula: C5H7NO3S
Method: DFT, the ωB97M-V functional and the def2-TZVPD basis

Bonds (Å) are listed after each position.
Element x y z (Å)
1 C -0.9966 -1.5511 0.3609  C3 1.386, O9 1.352, H11 1.095
2 C 0.3662 -3.2201 0.6858  N6 1.328, O9 1.356, H12 1.065
3 C 0.2633 -1.0674 0.6780  C1 1.386, C5 1.446, N6 1.350
4 C 0.0387 2.7349 -0.7202  S10 1.788, H13 1.193, H14 1.116, H15 1.129
5 C 0.6234 0.3328 0.7110  C3 1.446, S10 1.874, H16 1.114, H17 1.132
6 N 1.0698 -2.1205 0.9293  C2 1.328, C3 1.350
7 O 0.7548 0.6267 -2.0629  S10 1.469
8 O -1.4655 0.5206 -0.9604  S10 1.448
9 O -0.9184 -2.9006 0.3917  C1 1.352, C2 1.356
10 S -0.0867 0.9613 -0.9058  C4 1.788, C5 1.874, O7 1.469, O8 1.448
11 H -1.9216 -1.0252 0.1038  C1 1.095
12 H 0.6507 -4.1760 1.0582  C2 1.065
13 H -0.5737 3.0606 -1.6910  C4 1.193
14 H -0.5560 3.0176 0.1814  C4 1.116
15 H 1.0441 3.2470 -0.7490  C4 1.129
16 H 1.7073 0.5667 0.6012  C5 1.114
17 H 0.0002 0.9928 1.3879  C5 1.132

Computed properties:
- DFT total energy (eV) = -23764.1293
- frontier orbital gap (eV) = 9.609
- relative energy (zero: lowest compared OMol25 entry of this formula, charge and spin) (kJ/mol) = 129.5
- multiplicity = 1
- SMILES string = CS(=O)(=O)Cc1cocn1
- F_max (eV/Å) = 3.7
- LUMO level (eV) = 0.5
- E_HOMO (eV) = -9.12

These are the Löwdin partial charges, in e, on atoms 1 to 6: -0.05 -0.14 -0.38 -0.18 -0.15 0.13



Entry 9:
Molecular formula: C5H7NO4
Method: DFT, the ωB97M-V functional and the def2-TZVPD basis

Bonds (Å) are listed after each position.
Element x y z (Å)
1 O -2.5508 -0.4542 -2.0946  C2 1.219
2 C -2.3299 -0.6624 -0.9145  O1 1.219, N3 1.356, H10 1.107
3 N -1.1018 -0.9211 -0.4007  C2 1.356, C4 1.418, H11 1.017
4 C 0.0748 -0.7547 -1.1747  N3 1.418, C5 1.521, C6 1.531, C8 1.503
5 C 0.4292 -1.7367 -2.2812  C4 1.521, C6 1.475, H12 1.090, H13 1.090
6 C 1.2638 -1.7136 -1.0657  C4 1.531, C5 1.475, O7 1.400, H14 1.091
7 O 2.3967 -0.8931 -1.1238  C6 1.400, H16 1.188
8 C 0.7591 0.5797 -1.2733  C4 1.503, O9 1.202, O15 1.628
9 O 0.6138 1.4075 -2.1331  C8 1.202
10 H -3.1305 -0.6980 -0.1506  C2 1.107
11 H -1.0380 -1.3794 0.5049  N3 1.017
12 H -0.2752 -2.5588 -2.4052  C5 1.090
13 H 0.8458 -1.3131 -3.1954  C5 1.090
14 H 1.2072 -2.4836 -0.2944  C6 1.091
15 O 1.5460 1.1425 0.0365  C8 1.628, H17 0.967
16 H 2.4915 -0.1249 -0.2227  O7 1.188
17 H 1.1966 0.6568 0.7959  O15 0.967

Computed properties:
- DFT total energy (eV) = -14975.6202
- frontier orbital gap (eV) = 10.315
- relative energy (zero: lowest compared OMol25 entry of this formula, charge and spin) (kJ/mol) = 247.2
- multiplicity = 1
- SMILES string = O=CN[C@]1(C(=O)O)C[C@H]1O
- F_max (eV/Å) = 4.4
- LUMO level (eV) = 0.1
- E_HOMO (eV) = -10.17

These are the Löwdin partial charges, in e, on atoms 1 to 6: 0.05 -0.33 0.10 -0.33 0.03 -0.29



Entry 10:
Molecular formula: C5H7NO5P
Method: DFT, the ωB97M-V functional and the def2-TZVPD basis

Bonds (Å) are listed after each position.
Element x y z (Å)
1 C 1.4001 1.2930 2.9413  C2 1.428, H13 1.194
2 C 0.6814 1.5721 1.7396  C1 1.428, C3 1.669
3 C -0.3992 1.4450 0.4734  C2 1.669, C4 1.643, H14 1.192, H15 1.188
4 C -0.5635 -0.0893 -0.0909  C3 1.643, N5 1.543, C6 1.649, P9 1.933
5 N -2.0811 -0.3102 -0.2603  C4 1.543, H16 1.064, H17 1.057
6 C -0.0591 -1.2588 0.9565  C4 1.649, O7 1.362, O8 1.501
7 O 0.8252 -2.2423 0.6300  C6 1.362
8 O -0.5564 -1.3324 2.3707  C6 1.501
9 P 0.1691 -0.2795 -1.8697  C4 1.933, O10 1.612, O11 1.746, O12 1.746
10 O -0.8819 0.3469 -2.9201  P9 1.612
11 O 1.6221 0.6749 -2.0313  P9 1.746, H18 1.005
12 O 0.3972 -1.9382 -2.3638  P9 1.746, H19 1.017
13 H 2.2843 0.9656 3.6732  C1 1.194
14 H -0.0008 2.1877 -0.3690  C3 1.192
15 H -1.4686 1.8586 0.7863  C3 1.188
16 H -2.1194 -1.0468 -1.0276  N5 1.064
17 H -2.4094 -0.8204 0.6055  N5 1.057
18 H 1.8321 1.1819 -1.1890  O11 1.005
19 H 1.3278 -2.2078 -2.0547  O12 1.017

Computed properties:
- DFT total energy (eV) = -26310.4962
- frontier orbital gap (eV) = 7.699
- charge = -1
- multiplicity = 1
- SMILES string = C#CC[C@](N)(C(=O)[O-])P(=O)(O)O
- F_max (eV/Å) = 9.7
- LUMO level (eV) = 3.1
- E_HOMO (eV) = -4.62

These are the Löwdin partial charges, in e, on atoms 1 to 6: 0.04 -0.09 -0.16 -0.43 0.00 -0.41